[1]
Formula: C50H61CsF6N6OP2Se
Source: OMol25
Level of theory: ωB97M-V/def2-TZVPD

As for the spin multiplicity: 2. The value obtained for the HOMO-LUMO gap (alpha / beta) is 3.68 / 6.28 eV. For the maximum force, the calculation gives 2.0 eV Å⁻¹. Its charge is -1. The energy relative to the best compared isomer or geometry (same formula, charge and spin) is 46.8 kJ/mol. The calculation puts the total energy at -164612.1170 eV. The LUMO energy (alpha / beta) comes out at 1.6 / 1.6 eV.

Cartesian coordinates (Å):
Cs: 1.32664 0.53002 1.55122
O: 3.85861 -0.49927 3.35960
N: 3.63858 -1.36580 2.22242
C: 4.03511 -0.69255 1.13833
C: 3.98712 -1.27974 -0.14428
C: 3.74334 -2.69459 -0.27150
C: 3.82084 -3.33483 -1.48092
C: 4.11586 -2.63979 -2.66781
C: 4.25453 -1.25277 -2.58712
C: 4.16571 -0.55712 -1.39109
P: 4.01024 1.26027 -1.35729
C: 2.18332 1.41261 -1.61893
C: 1.49586 2.32562 -0.93073
C: 0.01671 2.24907 -0.76957
C: -1.08959 2.47506 -1.72964
C: 0.09803 0.32385 -2.25365
C: 1.41928 0.41119 -2.37390
C: 4.62735 1.78311 -3.00177
C: 6.00593 1.91507 -3.17622
C: 6.53411 2.33940 -4.38583
C: 5.69020 2.65856 -5.44364
C: 4.31740 2.54453 -5.28062
C: 3.79152 2.10410 -4.07090
H: 3.42289 -0.99476 4.05462
H: 4.39550 0.32987 1.23870
H: 3.55695 -3.25644 0.63721
H: 3.67128 -4.41163 -1.51416
H: 4.19850 -3.15196 -3.61809
H: 4.40442 -0.69217 -3.50566
H: 2.00465 3.04764 -0.29526
H: -0.28214 2.45325 0.25973
H: -2.00969 2.75081 -1.23390
H: -0.44402 -0.45155 -2.77079
H: 1.94411 -0.31420 -2.98152
H: 6.67058 1.68442 -2.34948
H: 7.60794 2.43073 -4.49972
H: 6.10282 2.99811 -6.38619
H: 3.64717 2.79513 -6.09495
H: 2.71458 2.02427 -3.96480
F: 1.32833 2.53305 2.90290
P: 1.23472 4.18279 3.14947
F: 1.10719 5.75919 3.37537
F: 0.07222 3.90029 4.23360
F: 0.09994 4.22717 1.97694
F: 2.35441 4.05131 4.27905
F: 2.36090 4.37828 2.01778
C: -2.51641 2.55409 2.69080
C: -2.87952 1.33312 1.91640
N: -2.04065 0.46047 1.40994
C: -2.81178 -0.48519 0.76794
C: -4.13295 -0.18941 0.89036
N: -4.16551 0.97958 1.62803
H: -1.59974 2.38802 3.25465
H: -3.30678 2.83086 3.39164
H: -2.32992 3.40682 2.03550
H: -2.36704 -1.31040 0.23121
H: -5.02459 -0.68429 0.53727
H: -4.98125 1.50004 1.89039
C: -0.20606 5.34733 -1.45073
C: 0.41249 5.06865 -2.82104
C: 1.94243 5.08170 -2.78040
C: -0.18201 3.91115 -3.63801
C: 0.00716 4.03192 -5.01920
C: -0.63341 3.20848 -5.91788
C: -1.58333 2.31443 -5.44679
C: -1.81469 2.15242 -4.08771
C: -3.05983 1.30648 -3.74336
C: -3.99812 1.91643 -2.69117
C: -2.87843 -0.18362 -3.44577
C: -0.99714 2.86833 -3.16913
N: -0.68967 1.08610 -1.34852
H: 0.04853 6.36566 -1.14687
H: 0.15100 4.69703 -0.65405
H: -1.29730 5.27328 -1.48012
H: 0.13508 5.93266 -3.43407
H: 2.35157 4.21784 -2.26479
H: 2.29302 5.97875 -2.26226
H: 2.36487 5.08734 -3.78794
H: 0.65747 4.82197 -5.38158
H: -0.45805 3.31395 -6.98213
H: -2.19008 1.75217 -6.14946
H: -3.61897 1.34403 -4.68141
H: -3.72037 1.62458 -1.67591
H: -5.01301 1.54034 -2.85545
H: -4.02891 3.00807 -2.75198
H: -2.53684 -0.34601 -2.42318
H: -2.18280 -0.65595 -4.14328
H: -3.84689 -0.68278 -3.54899
C: 2.72546 -4.37899 3.18711
C: 1.37970 -5.04441 2.91316
C: 0.85370 -4.73950 1.51142
C: 0.30330 -3.32836 1.36661
N: -0.95888 -3.14431 2.09570
C: -1.14438 -2.39941 3.22327
Se: 0.15197 -1.49399 4.12813
N: -2.47336 -2.44659 3.51474
C: -3.10994 -1.70536 4.59967
C: -2.96836 -2.34904 5.97076
C: -3.59187 -3.73773 6.12628
C: -2.75665 -4.88652 5.56004
C: -3.13978 -3.21267 2.56802
C: -4.47503 -3.54022 2.41597
C: -4.82072 -4.30615 1.31237
C: -3.85564 -4.73229 0.39557
C: -2.51535 -4.41678 0.56204
C: -2.17412 -3.65802 1.66917
H: 3.09887 -4.64003 4.18074
H: 2.67613 -3.29052 3.12671
H: 3.47149 -4.70456 2.45560
H: 0.63871 -4.72823 3.65775
H: 1.47564 -6.12830 3.02623
H: 0.07933 -5.45621 1.21938
H: 1.66782 -4.84987 0.78741
H: 0.09830 -3.09044 0.32001
H: 1.01131 -2.58954 1.74049
H: -4.16320 -1.61270 4.32744
H: -2.67401 -0.70723 4.59870
H: -3.43397 -1.65686 6.67958
H: -1.90836 -2.38484 6.23034
H: -4.59888 -3.74803 5.68972
H: -3.73694 -3.91922 7.19450
H: -2.71645 -4.88857 4.47017
H: -3.16235 -5.85299 5.86807
H: -1.72663 -4.82675 5.92245
H: -5.22408 -3.20794 3.12399
H: -5.85700 -4.58035 1.15807
H: -4.16039 -5.32353 -0.45879
H: -1.76692 -4.74901 -0.14655

[2]
Formula: C50H64AsBiBrGeN6O5Si2
Source: OMol25
Level of theory: ωB97M-V/def2-TZVPD

The value obtained for the HOMO-LUMO gap is 7.68 eV. For the maximum force, the calculation gives 0.6 eV Å⁻¹. Its charge is -1. The energy relative to the best compared isomer or geometry (same formula, charge and spin) is 13.9 kJ/mol. The calculation puts the total energy at -281064.9247 eV. The LUMO energy comes out at 2.2 eV.

Cartesian coordinates (Å):
Bi: -0.42669 -0.47045 0.20095
N: 0.68238 3.34996 -1.06303
C: 1.58902 4.19021 -0.28860
C: 2.22142 3.55024 0.95838
N: 1.25951 2.79024 1.73295
C: 0.35799 3.56657 2.56536
C: -1.01980 3.77911 1.93772
N: -1.58893 2.48086 1.53686
H: -0.05077 2.99311 -0.45498
H: 1.14393 2.52643 -1.43882
H: 2.39135 4.54454 -0.94159
H: 1.03374 5.08041 0.02315
H: 3.02481 2.87696 0.65675
H: 2.67696 4.35532 1.55683
H: 1.67296 2.01655 2.22502
H: 0.20718 3.04103 3.51090
H: 0.79363 4.54780 2.79405
H: -1.63596 4.28906 2.68734
H: -0.95447 4.44278 1.06904
H: -1.28181 1.79170 2.21952
H: -2.59998 2.50767 1.55570
O: 1.91606 -1.66968 1.01761
C: 2.07233 -2.98527 0.56082
C: 1.32302 -3.23902 -0.72716
C: 1.82371 -4.17087 -1.62385
C: 1.14866 -4.42144 -2.79926
C: -0.02301 -3.73134 -3.05746
C: -0.45967 -2.81413 -2.12924
N: 0.18830 -2.57315 -0.97664
H: 1.58050 -1.65706 1.96506
H: 1.73857 -3.70540 1.31809
H: 3.12508 -3.19175 0.35852
H: 2.76108 -4.66441 -1.40136
H: 1.54620 -5.12554 -3.52023
H: -0.57522 -3.86721 -3.97734
H: -1.35645 -2.23200 -2.29378
N: -4.35410 -4.76020 5.23356
C: -3.79518 -4.15488 4.43066
C: -3.09693 -3.38954 3.41842
C: -2.22327 -4.02124 2.54355
C: -1.54900 -3.27976 1.58300
C: -1.72275 -1.90195 1.46405
C: -2.63126 -1.29556 2.34327
C: -3.31006 -2.01622 3.30949
H: -2.07325 -5.09084 2.61959
H: -0.89418 -3.80849 0.90362
H: -2.82063 -0.22864 2.27427
H: -4.00082 -1.52739 3.98542
Br: 1.90457 -0.86439 8.88783
C: 0.73553 -0.28808 7.51294
C: -0.34293 0.52009 7.83299
N: -1.20512 0.95330 6.91301
C: -0.98756 0.59820 5.64455
C: 0.06887 -0.20666 5.24124
C: 0.95006 -0.67081 6.20436
C: 0.28298 -0.53699 3.78362
O: 0.88669 -1.60563 3.53332
O: -0.18850 0.28889 2.95758
H: -0.51505 0.82619 8.85873
H: -1.69095 0.96713 4.90501
H: 1.76784 -1.31818 5.91678
O: 2.52285 -1.30514 -3.06692
C: 2.09667 -0.50215 -2.21020
O: 0.88907 -0.12588 -2.08587
C: 3.15072 0.05810 -1.26182
C: 4.13612 0.96241 -2.01287
Ge: 4.76677 0.20992 -3.70115
C: 3.55076 0.27420 -5.21509
C: 2.43725 1.11695 -5.18344
C: 1.55700 1.17395 -6.25568
C: 1.77598 0.38341 -7.37883
C: 2.88310 -0.45339 -7.42681
C: 3.76526 -0.50465 -6.35178
C: 6.22047 1.46968 -4.21908
C: 6.21648 2.09190 -5.47306
C: 7.21474 2.99013 -5.84131
C: 8.24498 3.29027 -4.96057
C: 8.26462 2.69544 -3.70543
C: 7.26197 1.80331 -3.34384
C: 5.56579 -1.55392 -3.46640
C: 4.91782 -2.69251 -3.95619
C: 5.48540 -3.95266 -3.81335
C: 6.70393 -4.09972 -3.16145
C: 7.34806 -2.98152 -2.64813
C: 6.78306 -1.71972 -2.80412
H: 3.69191 -0.80716 -0.87345
H: 2.68572 0.57512 -0.42201
H: 5.02221 1.14826 -1.39960
H: 3.70483 1.94231 -2.25113
H: 2.23751 1.72444 -4.30440
H: 0.69386 1.82763 -6.20788
H: 1.08300 0.41719 -8.21089
H: 3.06064 -1.06892 -8.30117
H: 4.63272 -1.15495 -6.40818
H: 5.42198 1.87337 -6.17776
H: 7.18331 3.45858 -6.81825
H: 9.02302 3.98816 -5.24568
H: 9.05853 2.92961 -3.00565
H: 7.29068 1.37662 -2.34502
H: 3.94290 -2.58715 -4.41985
H: 4.97145 -4.82445 -4.20249
H: 7.14771 -5.08199 -3.04981
H: 8.29145 -3.08993 -2.12644
H: 7.30714 -0.86016 -2.40101
C: -4.20802 -3.05705 -0.37984
Si: -4.21405 -1.59992 -1.54592
C: -5.86133 -0.73688 -1.32550
C: -4.27484 -2.43415 -3.23185
As: -2.65168 0.14400 -1.19911
Si: -2.20440 0.70701 -3.43556
C: -3.87294 1.26962 -4.09806
C: -1.07207 2.16593 -3.61899
C: -1.46697 -0.60616 -4.54273
H: -5.01570 -3.72657 -0.69837
H: -4.38690 -2.76282 0.65927
H: -3.26690 -3.61356 -0.40717
H: -6.69544 -1.39514 -1.58973
H: -5.91020 0.15950 -1.95210
H: -5.98426 -0.41554 -0.28552
H: -5.17021 -3.06525 -3.24270
H: -3.40653 -3.07941 -3.40688
H: -4.34181 -1.73224 -4.06431
H: -4.33152 1.95747 -3.37956
H: -4.57836 0.45142 -4.25901
H: -3.74160 1.80099 -5.04663
H: -1.32289 2.98575 -2.93890
H: -1.14105 2.52048 -4.65416
H: -0.03850 1.87702 -3.40180
H: -1.98985 -1.56279 -4.51419
H: -0.41628 -0.76620 -4.26572
H: -1.49368 -0.23017 -5.57320

[3]
Formula: C50H64Br2O3
Source: OMol25
Level of theory: ωB97M-V/def2-TZVPD

Its SMILES is c1ccccc1.c1ccccc1.c1ccccc1.c1ccccc1.c1ccccc1.c1ccccc1.c1ccccc1.BrCCBr.CCO.CCO.CCO. The value obtained for the HOMO-LUMO gap is 9.42 eV. For the maximum force, the calculation gives 4.4 eV Å⁻¹. The calculation puts the total energy at -199110.9234 eV. The LUMO energy comes out at 0.6 eV.

Cartesian coordinates (Å):
Br: -1.48825 1.29791 2.38540
C: -1.07068 1.09644 0.44419
C: -0.42819 -0.30419 0.26149
Br: 0.62328 -0.23986 -1.42313
H: -0.40970 1.92036 0.17520
H: -1.92785 1.18200 -0.22367
H: -1.12919 -1.13759 0.21509
H: 0.32751 -0.56847 1.00120
C: -3.42486 2.18074 6.81929
C: -4.40050 1.45735 7.65580
C: -4.58403 0.15387 7.48559
C: -3.84895 -0.49166 6.39750
C: -2.88294 0.16673 5.63784
C: -2.78276 1.54511 5.78246
H: -3.20627 3.18858 7.14003
H: -4.91930 1.85984 8.51326
H: -5.15140 -0.38822 8.22764
H: -4.01892 -1.54277 6.21678
H: -2.28972 -0.36264 4.90691
H: -2.25285 2.10745 5.02789
C: 2.33568 3.48522 0.76665
C: 2.58076 2.61015 1.85640
C: 3.44917 2.99100 2.91275
C: 4.08417 4.22090 2.80926
C: 3.82915 5.08428 1.72799
C: 2.93428 4.71264 0.75767
H: 1.72379 3.11723 -0.04365
H: 2.22909 1.59395 1.75613
H: 3.60319 2.21263 3.64543
H: 4.90930 4.52717 3.43517
H: 4.34126 6.03499 1.74518
H: 2.74941 5.31246 -0.12121
C: 2.49338 -2.88865 1.04571
C: 2.46801 -4.27226 0.80773
C: 3.54069 -4.98266 0.45241
C: 4.74383 -4.35974 0.24968
C: 4.80147 -2.98139 0.47774
C: 3.70557 -2.26446 0.79542
H: 1.76756 -2.27231 1.55532
H: 1.64857 -4.87829 1.16500
H: 3.47924 -6.06090 0.45615
H: 5.65286 -4.89334 0.01444
H: 5.75874 -2.49708 0.35327
H: 3.86692 -1.19750 0.83981
C: -2.19836 4.31519 -2.26221
C: -2.28619 3.81887 -0.99199
C: -3.45508 3.05912 -0.56382
C: -4.42477 2.82813 -1.51577
C: -4.34211 3.30441 -2.81189
C: -3.25966 4.05514 -3.20633
H: -1.33012 4.90607 -2.51405
H: -1.45786 3.94296 -0.31017
H: -3.55449 2.62719 0.42104
H: -5.37313 2.40885 -1.21375
H: -5.09956 3.17395 -3.57061
H: -3.22539 4.32793 -4.25074
C: 3.93367 -3.17438 -2.95700
C: 3.40815 -1.91735 -2.97843
C: 3.68117 -1.01603 -3.97603
C: 4.50709 -1.40208 -5.02674
C: 4.98098 -2.65867 -5.00298
C: 4.67749 -3.65400 -4.01142
H: 3.65887 -3.74402 -2.08156
H: 2.80974 -1.55931 -2.15374
H: 3.36659 0.01675 -3.94769
H: 4.64061 -0.64406 -5.78435
H: 5.58978 -2.98244 -5.83422
H: 4.94939 -4.69693 -3.94238
C: -2.65440 -3.30188 -0.92355
C: -1.44177 -3.82313 -1.47607
C: -0.70672 -4.75195 -0.75780
C: -1.10504 -5.10835 0.48306
C: -2.32668 -4.65122 1.03432
C: -3.07065 -3.66345 0.30529
H: -3.19865 -2.59171 -1.52842
H: -1.02687 -3.38217 -2.37039
H: 0.11228 -5.28812 -1.21406
H: -0.62236 -5.86029 1.08970
H: -2.70996 -5.11608 1.93064
H: -4.07240 -3.42865 0.63356
C: 1.57883 2.20912 -3.95434
C: 1.48640 2.22282 -5.33633
C: 2.54690 2.73205 -6.07486
C: 3.66054 3.16467 -5.40038
C: 3.79758 2.98560 -4.04180
C: 2.67691 2.63151 -3.21531
H: 0.70840 1.75947 -3.49984
H: 0.60172 1.82668 -5.81258
H: 2.55484 2.76494 -7.15433
H: 4.55408 3.39037 -5.96344
H: 4.73433 3.44945 -3.77024
H: 2.80805 2.41206 -2.16601
C: -2.69163 0.03374 -3.43505
C: -2.23764 0.25323 -4.87118
O: -2.00319 -0.95926 -5.66063
H: -2.85875 0.96284 -2.89012
H: -1.99636 -0.49086 -2.77969
H: -3.66680 -0.45081 -3.48345
H: -1.39794 0.94605 -4.92600
H: -3.00487 0.88974 -5.31198
H: -1.72745 -0.67535 -6.53525
C: -5.02627 -0.29372 1.01293
C: -4.25505 -0.39526 2.38307
O: -4.83102 -1.61765 2.98713
H: -4.48663 0.48752 0.47761
H: -6.09183 -0.13371 1.17754
H: -4.84086 -1.15752 0.37452
H: -4.31384 0.47072 3.04242
H: -3.27722 -0.79052 2.10793
H: -5.78618 -1.52256 3.00248
C: 0.38971 -0.67742 4.62549
C: 1.86530 -0.48508 4.38865
O: 2.43342 -1.75877 4.21440
H: -0.07054 -1.31288 3.86889
H: -0.03993 0.30611 4.43526
H: 0.27123 -1.19663 5.57654
H: 2.28962 0.06596 5.22793
H: 2.02226 0.12390 3.49836
H: 2.82027 -2.01437 5.05500

Among the records above, which one has the highest maximum force? C50H64Br2O3